# CF3IOS

A 2-piece molecular cluster, CF3IOS overall (ωB97M-V/def2-TZVPD, OMol25).

## Properties
Charge ... 0
Total energy ... -30167.1296 eV
Spin multiplicity ... 1
Energy relative to the best compared isomer or geometry (same formula, charge and spin) ... 4.9083 eV
LUMO (spin up / spin down) ... -0.08957 / -0.08934 hartree
Frontier orbital gap (spin up / spin down) ... 8.0 / 8.0 eV

The geometry in XYZ format:
```
7
Properties=species:S:1:pos:R:3:forces:R:3
C -0.5666 -0.4054 -0.0583 -1.27 -1.47 -0.30
O -0.1163 2.0905 0.9234 1.21 -0.86 -2.35
F -0.5619 -0.3094 1.2618 0.10 -0.53 -1.15
F -0.2212 -1.7010 -0.3980 -0.30 1.54 0.38
F -1.8730 -0.2426 -0.5071 2.51 0.30 0.49
S 0.6667 0.7796 -0.9238 -2.58 1.09 2.73
I 2.6722 -0.2116 -0.2981 0.32 -0.08 0.21
```
Positions in Å, forces in eV/Å.

# C5H12N2

One molecule with the formula C5H12N2 (ωB97M-V/def2-TZVPD, OMol25).

## Properties
Charge ... 0
Total energy ... -8359.0000 eV
Spin multiplicity ... 1
Energy relative to the best compared isomer or geometry (same formula, charge and spin) ... 1.1362 eV
LUMO ... 0.03696 hartree
Frontier orbital gap ... 10.0 eV

The geometry in XYZ format:
```
19
Properties=species:S:1:pos:R:3:forces:R:3
C -0.6945 -0.1465 -2.3875 -0.75 -0.64 1.09
C -0.0919 0.9260 -1.4770 1.36 0.79 -1.24
C -0.6525 1.2865 -0.1207 -0.61 -1.77 0.33
C -0.5444 0.0972 0.8539 -0.16 0.39 -0.40
N 0.8257 -0.2046 1.2564 0.38 -0.53 -0.14
C 0.9854 -1.4193 1.8956 -1.33 -0.63 1.48
N 1.7516 -1.8142 2.8418 1.07 0.46 -1.51
H -1.5665 0.1087 -2.9971 0.22 0.50 0.11
H 0.0834 -0.5403 -3.0323 -0.02 -0.06 -0.15
H -1.0562 -0.9669 -1.7558 0.18 -0.24 -0.25
H -0.0609 1.8469 -2.0747 0.19 -0.01 0.16
H 0.9545 0.6267 -1.3315 -0.07 0.17 -0.01
H -1.7372 1.3680 -0.2817 0.19 1.01 0.50
H -0.0978 2.1226 0.3058 -0.62 0.44 -0.22
H -1.1975 0.1967 1.7340 0.08 0.23 -0.18
H -0.9389 -0.7188 0.2608 0.09 -0.61 0.29
H 1.3017 0.5451 1.7352 0.04 0.16 -0.09
H 0.1587 -2.1137 1.7055 0.03 0.19 -0.40
H 2.5773 -1.2001 2.8693 -0.29 0.14 0.64
```
Positions in Å, forces in eV/Å.

# C21H12N7O3Pd

C21H12N7O3Pd as an isolated structure (ωB97M-V/def2-TZVPD, OMol25).

## Properties
Charge ... +1
Total energy ... -42015.1218 eV
Spin multiplicity ... 1
Energy relative to the best compared isomer or geometry (same formula, charge and spin) ... 0.0000 eV
LUMO ... -0.19402 hartree
Frontier orbital gap ... 6.9 eV

The geometry in XYZ format:
```
44
Properties=species:S:1:pos:R:3:forces:R:3
Pd -0.3609 -0.0476 -0.3899 -0.24 -0.08 0.09
O -1.9562 -0.9567 3.3859 0.02 0.01 0.01
C -1.5780 -0.3295 2.4398 -0.01 0.01 0.05
N -0.2542 -0.2893 1.9513 0.04 0.14 -0.13
C 0.7476 0.0593 2.6662 -0.03 -0.09 -0.03
C 0.8290 0.1965 4.1044 0.01 -0.01 0.00
C 2.0533 0.1740 4.6541 0.00 0.01 0.00
C 3.2791 0.0814 3.8618 0.00 -0.01 0.00
C 3.2761 0.0881 2.5209 0.00 0.02 0.02
C 1.9977 0.2605 1.8585 -0.08 0.11 -0.02
N 1.7668 0.6246 0.6590 0.07 -0.13 -0.08
C 2.7457 0.5946 -0.3523 0.06 -0.04 0.01
O 3.6693 1.3466 -0.4578 0.02 -0.03 0.02
C 2.4514 -0.5316 -1.3057 -0.02 -0.01 0.00
C 3.4592 -1.0313 -2.1006 -0.01 -0.01 -0.03
C 3.1858 -2.1277 -2.9102 -0.01 0.00 0.00
C 1.9156 -2.6719 -2.8934 0.02 0.02 0.01
C 0.9432 -2.0956 -2.0886 -0.02 -0.02 -0.02
N 1.2075 -1.0525 -1.3032 0.00 0.19 0.04
C -2.4554 0.5559 1.6043 -0.04 0.00 0.01
C -3.6345 1.0305 2.1350 -0.01 -0.01 -0.03
C -4.3718 1.9511 1.4003 0.01 0.01 -0.01
C -3.8908 2.3586 0.1714 0.00 0.00 0.01
C -2.7085 1.8144 -0.3117 0.01 -0.04 -0.03
N -2.0067 0.9247 0.3869 0.10 -0.07 0.15
H -0.0727 0.1926 4.6996 0.01 0.00 0.00
H 2.1549 0.1922 5.7311 0.00 0.01 0.00
H 4.2187 0.0369 4.3961 0.00 0.00 0.00
H 4.1885 0.0896 1.9408 -0.01 0.01 0.00
H 4.4305 -0.5576 -2.0742 0.00 0.00 0.01
H 3.9563 -2.5461 -3.5432 0.00 0.00 0.00
H 1.6552 -3.5218 -3.5075 -0.01 0.00 0.00
H -0.0773 -2.4514 -2.0963 0.02 -0.02 0.00
H -3.9471 0.6817 3.1091 0.00 0.00 0.00
H -5.2988 2.3479 1.7910 0.00 0.00 0.00
H -4.4190 3.0843 -0.4300 0.00 0.00 0.00
H -2.3231 2.0681 -1.2885 -0.01 0.02 -0.01
O -1.3321 -0.4984 -2.0524 0.10 -0.04 0.02
N -1.7703 0.4816 -2.8055 -0.01 0.05 -0.01
C -2.1300 0.1070 -3.9870 0.05 0.01 -0.04
C -1.9630 -1.2548 -4.4183 -0.10 -0.04 0.04
N -1.7963 -2.3557 -4.6985 0.06 0.01 -0.02
C -2.6741 1.0941 -4.8713 0.03 0.02 -0.02
N -3.1109 1.8828 -5.5815 -0.01 0.00 0.01
```
Positions in Å, forces in eV/Å.